Entry 1:
This record from the Open Molecules 2025 dataset describes 10 unconnected molecules or ions with the total composition C37H72Cl19F2N2O5S in a non-equilibrium geometry. The level of theory is ωB97M-V with the def2-TZVPD basis set.

Results
* charge: +1
* HOMO-LUMO gap: 0.28629 Eh
* E_HOMO: -11.34 eV
* strongest force on any atom: 10.75 eV Å⁻¹
* LUMO level: -3.5 eV

```
138
Properties=species:S:1:pos:R:3:lowdin_charge:R:1
C 4.07823 -1.31178 1.85142 -0.118
C 3.28813 -0.63504 3.08486 -0.262
C 1.69172 -0.79597 2.94522 -0.219
C 1.38085 -2.40092 2.96836 -0.179
N 0.02862 -2.58991 3.47576 -0.014
N -0.70317 -3.74194 3.19048 -0.243
S -0.24029 -4.96449 4.37714 0.812
C -0.88126 -4.56064 6.10418 -0.091
O -0.81669 -6.34552 4.07700 -0.315
O 1.23517 -5.17727 4.53795 -0.272
C -2.15869 -3.24149 3.33190 -0.148
C -3.28809 -4.29945 3.63580 -0.101
C -4.02519 -5.07237 2.46506 -0.308
C -5.61558 -5.16589 2.79015 -0.096
F -3.90263 -4.59141 1.12946 -0.040
C -2.45582 -2.11852 2.22748 -0.222
C -4.02646 -1.67337 2.17260 -0.138
C -4.02911 -0.05517 1.95159 -0.267
C -3.62884 0.38543 0.46226 -0.500
Cl -2.08683 1.42543 0.62901 0.504
O -2.04934 -2.35158 0.88250 -0.075
C -1.11227 -3.38599 0.61303 -0.188
C 0.10086 -2.72518 -0.25622 0.017
C -0.48818 -2.36755 -1.71692 -0.314
O -0.73387 -1.19318 -2.01582 0.105
F -0.72085 -3.39086 -2.66982 0.039
C -0.62911 -4.32015 1.81495 -0.206
O 0.59372 -5.06827 1.53907 -0.147
C 0.28185 -6.35412 0.93796 -0.208
C 1.71150 -7.11114 0.73710 -0.056
H 4.27269 -2.43396 2.00458 0.082
H 3.47465 -1.18291 0.87260 0.070
H 5.06412 -0.75136 1.73210 0.083
H 3.49744 0.48077 3.21101 0.100
H 3.59999 -1.17591 4.04090 0.105
H 1.09619 -0.22797 3.74091 0.121
H 1.41975 -0.41734 1.89334 -0.006
H 1.68628 -2.78822 1.95374 0.117
H 2.14761 -2.82521 3.72603 0.128
H 0.07694 -2.44276 4.50629 0.154
H -1.10371 -5.49898 6.70736 0.111
H -0.09348 -3.87294 6.59451 0.098
H -1.84443 -3.93738 6.06684 0.071
H -2.10480 -2.62175 4.31285 0.165
H -3.04361 -5.09368 4.43966 0.126
H -4.12731 -3.69200 4.16428 0.131
H -3.66372 -6.16939 2.47623 0.153
H -5.73321 -5.34464 3.91564 0.027
H -6.08905 -6.06437 2.25619 0.100
H -6.14635 -4.18283 2.51043 0.069
H -1.93134 -1.14954 2.58410 0.148
H -4.57028 -1.83597 3.16292 0.011
H -4.53540 -2.13597 1.26413 0.127
H -3.37009 0.43440 2.75836 0.104
H -5.10116 0.29712 2.18800 0.068
H -4.43433 1.13575 0.11601 0.081
H -3.48204 -0.47586 -0.26471 0.084
H -1.61829 -4.09567 -0.15146 0.173
H 0.48448 -1.80113 0.29800 0.125
H 0.93585 -3.49778 -0.46230 0.145
H -1.39838 -5.19026 1.82391 0.159
H -0.34008 -7.04880 1.59827 0.130
H -0.14429 -6.21715 -0.11091 0.133
H 1.67803 -7.75280 -0.22225 0.091
H 2.58857 -6.37791 0.71926 0.089
H 1.84090 -7.86106 1.60456 0.089
Cl -7.71912 -4.19993 4.79848 0.617
C -8.42442 -2.63447 5.27440 -0.636
C -8.24982 -1.58413 4.19810 -0.618
Cl -6.54522 -1.09811 3.99689 0.623
H -7.96629 -2.32956 6.21350 -0.017
H -9.48765 -2.80599 5.45491 0.084
H -8.80597 -0.68335 4.46506 0.085
H -8.61459 -1.93597 3.23118 -0.023
Cl 3.74950 3.59030 -1.08059 0.544
C 2.46493 2.46374 -1.58568 -0.659
C 1.35802 2.35940 -0.55670 -0.630
Cl 1.89952 1.54132 0.93320 0.640
H 2.92385 1.49316 -1.78220 0.073
H 2.06164 2.84557 -2.52530 0.005
H 0.53241 1.76894 -0.95908 0.050
H 0.97109 3.34200 -0.28153 0.075
Cl 1.66534 3.86443 -4.91424 0.561
C 3.29425 4.56390 -5.11093 -0.645
C 3.24669 6.05274 -5.38378 -0.728
Cl 2.57006 6.41932 -6.99151 0.558
H 3.80002 4.02390 -5.91306 0.065
H 3.83421 4.37546 -4.18022 0.048
H 4.25641 6.46486 -5.36447 0.015
H 2.64985 6.58050 -4.63700 -0.025
Cl 2.28006 -4.65312 -5.78544 0.542
C 1.58492 -3.08134 -5.31671 -0.684
C 1.75659 -2.03380 -6.39816 -0.664
Cl 3.45955 -1.55386 -6.60359 0.538
H 2.05045 -2.77125 -4.37959 0.062
H 0.52241 -3.24956 -5.12934 0.060
H 1.20370 -1.13135 -6.13041 0.072
H 1.38561 -2.38720 -7.36163 0.071
Cl 8.20133 7.92598 -9.12412 0.541
C 6.91510 6.80598 -9.63950 -0.659
C 5.80362 6.70195 -8.61499 -0.668
Cl 6.33695 5.87719 -7.12818 0.568
H 7.37120 5.83481 -9.83795 0.070
H 6.51712 7.19319 -10.57963 0.075
H 4.97743 6.11655 -9.02227 0.061
H 5.41942 7.68483 -8.33757 0.069
Cl -7.28994 -0.84345 8.10926 0.596
C -5.67153 -0.12376 7.93123 -0.648
C -5.73718 1.36100 7.64250 -0.653
Cl -6.38929 1.71130 6.02041 0.534
H -5.14360 -0.66411 7.14326 0.058
H -5.14537 -0.29464 8.87280 0.074
H -4.73366 1.78936 7.67605 0.073
H -6.35503 1.88315 8.37487 0.073
Cl 5.20122 6.84321 -2.43705 0.560
C 4.56595 8.34010 -1.70885 -0.645
C 3.05794 8.43681 -1.82244 -0.634
Cl 2.52648 8.67916 -3.50584 0.607
H 5.05985 9.18640 -2.18879 0.072
H 4.85834 8.32762 -0.65688 0.074
H 2.69750 9.29402 -1.25077 0.074
H 2.56771 7.54073 -1.43768 0.070
Cl 13.92477 9.44469 -7.27825 0.534
C 12.63771 8.32634 -7.79424 -0.668
C 11.52552 8.22230 -6.77034 -0.675
Cl 12.05574 7.39606 -5.28361 0.533
H 13.09278 7.35478 -7.99302 0.069
H 12.23999 8.71464 -8.73421 0.070
H 10.69900 7.63773 -7.17918 0.046
H 11.14215 9.20559 -6.49270 0.070
Cl -9.26109 -1.73868 0.90295 0.604
C -8.09146 -1.51575 -0.42259 -0.632
C -7.31399 -0.22219 -0.28775 -0.679
Cl -8.33836 1.20927 -0.55463 0.567
H -8.63702 -1.56090 -1.36632 0.075
H -7.40591 -2.36527 -0.38511 0.070
H -6.52059 -0.18767 -1.03734 0.070
H -6.85530 -0.13110 0.69904 0.040
```

Entry 2:
This record from the Open Molecules 2025 dataset describes 8 unconnected molecules or ions with the total composition C37H72NO21P in a non-equilibrium geometry. The level of theory is ωB97M-V with the def2-TZVPD basis set.

Results
* HOMO-LUMO gap: 0.31134 Eh
* E_HOMO: -8.07 eV
* strongest force on any atom: 1.29 eV Å⁻¹
* SMILES: CNC[PH3]Cc1ccccc1.CCOC(=O)OC.CCOC(=O)OC.CCOC(=O)OC.CCOC(=O)OC.CCOC(=O)OC.CCOC(=O)OC.CCOC(=O)OC
* LUMO level: 0.4 eV

```
132
Properties=species:S:1:pos:R:3:lowdin_charge:R:1
C 2.87599 2.27324 1.84960 -0.140
N 1.87304 3.37578 1.90030 -0.171
C 0.67617 2.95783 1.14721 -0.468
P -0.83370 4.10757 1.43685 0.804
C -2.49797 5.10361 1.70705 -0.317
C -3.68253 4.10387 1.68602 -0.329
C -4.09920 3.48950 0.49662 -0.084
C -5.13278 2.57532 0.47118 -0.098
C -5.80274 2.23162 1.64669 -0.105
C -5.43349 2.81762 2.83112 -0.089
C -4.35989 3.75336 2.85296 -0.052
H 3.16603 1.97329 2.86694 0.074
H 2.48544 1.37331 1.35520 0.065
H 3.77214 2.56573 1.27937 0.067
H 2.29795 4.15184 1.39763 0.084
H 0.85970 2.80375 0.06389 0.072
H 0.36427 1.98926 1.57766 0.054
H -0.43699 4.89818 0.31294 0.006
H -0.34334 4.46658 2.73157 0.019
H -1.64454 2.92024 1.34807 0.011
H -2.62615 5.86763 0.92554 0.067
H -2.44514 5.58692 2.69235 0.059
H -3.54620 3.76030 -0.40702 0.114
H -5.38713 2.13489 -0.49320 0.102
H -6.60096 1.49211 1.57383 0.108
H -5.96008 2.52336 3.73908 0.105
H -4.10579 4.16151 3.83274 0.105
C -2.37442 0.21131 3.46642 -0.057
C -2.44078 0.44633 4.95966 -0.196
O -3.58173 -0.20681 5.53697 0.044
C -3.47893 -1.52681 5.66049 -0.605
O -2.53023 -2.19455 5.33510 0.112
O -4.62343 -1.98538 6.17233 0.012
C -4.69732 -3.40909 6.26349 -0.036
H -3.30082 0.51356 2.97278 0.071
H -1.55446 0.77756 3.02131 0.066
H -2.21064 -0.84556 3.25392 0.062
H -2.56325 1.50853 5.16741 0.120
H -1.52201 0.12549 5.45195 0.126
H -3.84504 -3.81428 6.80625 0.099
H -4.75652 -3.84575 5.26748 0.084
H -5.60717 -3.65021 6.80695 0.095
C -7.24266 -3.62333 -2.98557 -0.059
C -7.77131 -2.36068 -2.33662 -0.208
O -6.96994 -1.97043 -1.21295 0.035
C -5.80482 -1.39273 -1.51018 -0.610
O -5.38599 -1.16356 -2.61511 0.125
O -5.17304 -1.13165 -0.36443 0.002
C -3.85749 -0.59984 -0.52963 -0.039
H -7.14926 -4.42155 -2.24641 0.072
H -7.91132 -3.95327 -3.78110 0.082
H -6.25341 -3.46295 -3.41363 0.076
H -8.77135 -2.54203 -1.94520 0.122
H -7.84593 -1.54060 -3.05177 0.124
H -3.86160 0.27981 -1.17031 0.087
H -3.19500 -1.36441 -0.93598 0.098
H -3.49487 -0.30985 0.45399 0.082
C -2.79718 -4.62930 2.81060 -0.046
C -1.51671 -3.95960 2.35562 -0.199
O -0.72084 -4.85138 1.55926 0.045
C -1.13986 -5.02278 0.30693 -0.604
O -2.09280 -4.48813 -0.20457 0.104
O -0.33279 -5.90415 -0.28474 0.011
C -0.72939 -6.25720 -1.61310 -0.031
H -2.57645 -5.56488 3.32782 0.091
H -3.35123 -3.97560 3.48210 0.054
H -3.43819 -4.87526 1.96391 0.059
H -0.91463 -3.69979 3.22458 0.124
H -1.71453 -3.03538 1.81073 0.116
H -0.85576 -5.37240 -2.23449 0.097
H -1.65091 -6.83884 -1.58740 0.095
H 0.06271 -6.87161 -2.03305 0.094
C 4.43655 4.21025 -5.04450 -0.062
C 4.35918 4.43135 -3.54914 -0.209
O 3.25425 3.72446 -2.96571 0.034
C 3.42931 2.41074 -2.81742 -0.611
O 4.41521 1.78709 -3.11341 0.122
O 2.30844 1.90186 -2.30011 -0.011
C 2.31928 0.47791 -2.17792 -0.041
H 3.48728 4.46514 -5.51871 0.083
H 5.22711 4.82122 -5.48186 0.080
H 4.64125 3.16615 -5.28060 0.070
H 4.18478 5.48666 -3.34426 0.122
H 5.29015 4.15426 -3.05304 0.124
H 3.19117 0.13650 -1.62280 0.096
H 2.29174 0.01767 -3.16496 0.099
H 1.42218 0.19474 -1.63250 0.091
C 7.91497 1.46213 6.73865 -0.067
C 7.30687 2.82140 7.01504 -0.212
O 7.35411 3.66722 5.85732 0.038
C 6.45317 3.39697 4.91251 -0.607
O 5.61660 2.53257 4.95438 0.122
O 6.65143 4.24329 3.89886 0.010
C 5.81035 3.99943 2.77148 -0.051
H 8.92790 1.57016 6.34720 0.082
H 7.94904 0.86588 7.65083 0.080
H 7.33812 0.91555 5.99325 0.074
H 7.88537 3.33130 7.78410 0.122
H 6.28290 2.73738 7.38072 0.124
H 4.76072 3.97901 3.05814 0.078
H 6.09262 3.06271 2.29104 0.098
H 5.96377 4.81351 2.06666 0.096
C -6.43082 -10.76411 -1.04683 -0.067
C -7.19493 -9.69364 -1.79800 -0.213
O -7.10721 -8.42194 -1.14108 0.036
C -5.94898 -7.77628 -1.29210 -0.609
O -5.00126 -8.15953 -1.92930 0.119
O -6.01648 -6.63962 -0.59935 0.005
C -4.79782 -5.88868 -0.59612 -0.051
H -6.76306 -10.81186 -0.00842 0.082
H -6.58051 -11.73873 -1.51222 0.080
H -5.36242 -10.55095 -1.03375 0.073
H -8.25367 -9.94829 -1.82098 0.121
H -6.85830 -9.60960 -2.83195 0.123
H -4.44718 -5.70347 -1.60930 0.097
H -4.03673 -6.41347 -0.02070 0.090
H -5.00082 -4.93381 -0.11811 0.092
C 10.38345 6.52659 -9.24096 -0.067
C 10.29069 6.71952 -7.74167 -0.212
O 9.18522 5.99581 -7.18265 0.035
C 9.36600 4.68023 -7.05604 -0.610
O 10.35816 4.06771 -7.35210 0.125
O 8.24319 4.15656 -6.55779 -0.001
C 8.25902 2.73087 -6.45794 -0.036
H 9.43672 6.78569 -9.71797 0.082
H 11.17354 7.15110 -9.65863 0.080
H 10.59772 5.48852 -9.49307 0.074
H 10.10662 7.76957 -7.51877 0.121
H 11.21830 6.43888 -7.24164 0.124
H 9.12502 2.38097 -5.89939 0.097
H 8.24382 2.28664 -7.45270 0.100
H 7.35800 2.43168 -5.92772 0.086
```

> E_HOMO of number 1 (C37H72Cl19F2N2O5S)?

-11.34 eV

> Number 2 is which compound?

C37H72NO21P

> The lowest strongest force on any atom belongs to which entry?

C37H72NO21P